Entry from the Open Molecules 2025 dataset: a cluster of 15 separate species, C63H166N10O24 in total (the ωB97M-V functional and the def2-TZVPD basis).

Last column: Löwdin charge in e.
CARTESIAN COORDINATES (ANGSTROEM)
C 3.254626 5.513321 -7.426711  -0.1645
O 3.822621 4.322947 -7.727282  -0.1855
C 5.242511 4.391365 -7.629061  -0.2246
C 5.772348 2.999171 -7.814712  -0.2239
N 5.245257 1.993703 -6.937409  -0.0599
C 5.740581 2.021121 -5.557970  -0.1891
C 4.942394 1.053566 -4.708616  -0.2319
O 3.562450 1.295030 -4.836014  -0.1783
C 2.887202 0.693342 -3.794240  -0.1367
H 3.616788 5.875839 -6.447410  0.0922
H 2.177590 5.421019 -7.331425  0.0884
H 3.453574 6.287768 -8.184512  0.0920
H 5.519197 4.928504 -6.704555  0.1175
H 5.570115 5.043192 -8.466638  0.1288
H 6.862219 3.051367 -7.736645  0.1216
H 5.515125 2.713563 -8.835628  0.1200
H 4.228573 2.017347 -6.950631  0.1041
H 5.632259 3.033694 -5.116271  0.1231
H 6.786283 1.721536 -5.639004  0.1202
H 5.239854 1.164590 -3.654497  0.1017
H 5.149307 0.025936 -5.059352  0.1147
H 1.826454 0.881439 -3.889236  0.0611
H 3.223293 1.038831 -2.800315  0.0854
H 3.109343 -0.392355 -3.780343  0.0979
C -0.633399 -1.667492 -4.834407  -0.0981
O -1.853209 -2.313981 -5.044712  -0.2341
C -2.175981 -3.123585 -3.924044  -0.1975
C -3.501909 -3.790492 -4.150916  -0.2400
N -3.510061 -4.670895 -5.285897  -0.0439
C -4.852736 -5.103835 -5.600216  -0.2196
C -4.845769 -5.940701 -6.839441  -0.2418
O -6.155603 -6.435169 -7.038579  -0.1882
C -6.179179 -7.405079 -8.035558  -0.1364
H -0.391555 -1.086366 -5.720890  0.0887
H 0.164161 -2.417268 -4.759352  0.0979
H -0.642917 -1.079807 -3.911435  0.0762
H -2.246945 -2.461583 -3.050952  0.1097
H -1.385637 -3.876057 -3.788869  0.1348
H -4.267043 -2.985164 -4.268026  0.1195
H -3.846408 -4.317178 -3.249094  0.1231
H -3.137356 -4.106998 -6.051962  0.0966
H -5.525564 -4.236243 -5.768586  0.1324
H -5.299341 -5.701451 -4.804660  0.1271
H -4.177732 -6.808098 -6.674349  0.1298
H -4.478038 -5.441793 -7.740649  0.1219
H -5.823168 -8.378762 -7.666498  0.0889
H -5.534118 -7.106948 -8.873575  0.0868
H -7.207530 -7.511261 -8.369488  0.0854
C -0.478369 -1.168918 9.128413  -0.1279
O -1.132809 -2.240881 8.562772  -0.2087
C -2.202990 -2.731062 9.377425  -0.2073
C -3.143043 -3.501571 8.484165  -0.2052
N -3.921731 -2.619846 7.589271  -0.0334
C -4.931379 -3.333141 6.806661  -0.2246
C -5.441847 -2.455445 5.726398  -0.2807
O -4.438973 -2.216186 4.808764  -0.1967
C -4.927153 -1.711260 3.603074  -0.0817
H -1.181745 -0.348473 9.348274  0.0978
H 0.250185 -0.816080 8.410732  0.0450
H 0.001286 -1.445644 10.075975  0.0988
H -2.664082 -1.881652 9.895381  0.1225
H -1.812919 -3.422419 10.145918  0.1276
H -3.827722 -4.115499 9.086434  0.1238
H -2.535795 -4.227787 7.899634  0.1136
H -3.280564 -2.191466 6.919815  0.0696
H -5.794810 -3.580250 7.437792  0.1248
H -4.540319 -4.283585 6.390965  0.1260
H -5.836838 -1.543590 6.206023  0.1333
H -6.315692 -2.951149 5.271385  0.1306
H -4.071681 -1.497278 2.970851  0.0758
H -5.522716 -0.804538 3.720619  0.0866
H -5.545187 -2.452762 3.077344  0.0917
C 1.713050 -1.658130 5.749023  -0.0702
O 1.977225 -0.278951 5.616674  -0.2093
C 1.390040 0.479428 6.638188  -0.2515
C 1.761227 1.890366 6.460919  -0.2275
N 3.168148 2.082363 6.721148  -0.0283
C 3.523545 3.496847 6.445792  -0.1972
C 5.005431 3.742286 6.528654  -0.2299
O 5.649284 2.910183 5.586389  -0.2047
C 7.039343 2.855870 5.787415  -0.1095
H 2.293987 -2.191895 4.999323  0.0916
H 0.650070 -1.886004 5.578079  0.0673
H 2.014740 -2.031910 6.738053  0.1089
H 1.731264 0.091832 7.601155  0.1241
H 0.304755 0.359427 6.526484  0.0866
H 1.232860 2.494367 7.200306  0.1357
H 1.482718 2.210212 5.438885  0.1107
H 3.710833 1.535821 6.031798  0.0819
H 3.048818 4.128668 7.216515  0.1248
H 3.123039 3.796548 5.455005  0.1135
H 5.379181 3.550241 7.541425  0.1246
H 5.213092 4.785876 6.249156  0.1263
H 7.466123 2.111403 5.110385  0.0870
H 7.291829 2.560972 6.811159  0.0888
H 7.517171 3.813083 5.519072  0.0900
C -1.805375 1.493929 -3.016771  -0.1015
O -2.007580 1.387261 -4.381137  -0.2132
C -3.209980 0.775319 -4.656349  -0.2336
C -3.492720 0.828222 -6.145945  -0.1814
N -3.592512 -0.525056 -6.666031  -0.0393
C -3.247627 -0.550921 -8.073429  -0.2299
C -3.426142 -1.898049 -8.736837  -0.2303
O -2.719571 -2.915701 -8.121029  -0.1958
C -1.367809 -2.811513 -8.271263  -0.1367
H -2.688541 1.898276 -2.496299  0.1041
H -1.026894 2.248977 -2.856157  0.0686
H -1.505284 0.538428 -2.576602  0.0773
H -4.054577 1.266371 -4.144921  0.1246
H -3.197368 -0.244075 -4.250256  0.1100
H -2.693388 1.415388 -6.628747  0.1186
H -4.449117 1.319743 -6.333630  0.1167
H -2.954569 -1.114168 -6.125201  0.0720
H -2.205522 -0.199759 -8.229160  0.1147
H -3.910191 0.138073 -8.617045  0.1270
H -3.067240 -1.826607 -9.777055  0.1234
H -4.476490 -2.185600 -8.745440  0.1273
H -0.904475 -3.679052 -7.813141  0.0980
H -0.950767 -1.903620 -7.815108  0.0745
H -1.089084 -2.788971 -9.340735  0.0986
C -3.007722 0.438783 6.290513  -0.0635
O -2.640902 1.270487 5.204473  -0.1948
C -1.366790 1.803903 5.386348  -0.2549
C -1.056615 2.734151 4.254075  -0.2326
N -2.007018 3.806928 4.206987  -0.0211
C -1.915887 4.511516 2.928847  -0.2059
C -2.736889 5.777771 2.948805  -0.2313
O -4.114643 5.470655 2.918619  -0.1956
C -4.932158 6.603490 2.658478  -0.1137
H -2.173896 -0.237395 6.537091  0.0823
H -3.882144 -0.126894 6.012759  0.0673
H -3.182660 1.053123 7.185615  0.1042
H -0.592473 1.022535 5.437454  0.0797
H -1.336172 2.385506 6.325662  0.1431
H -1.040925 2.179084 3.294997  0.1109
H -0.053400 3.153600 4.382469  0.0992
H -2.922056 3.344561 4.235799  0.0967
H -2.046470 3.879418 2.042456  0.1135
H -0.887798 4.912640 2.890904  0.1069
H -2.480237 6.365607 2.051158  0.1194
H -2.468648 6.327985 3.859452  0.1290
H -4.871950 7.393322 3.425364  0.0881
H -5.977221 6.279604 2.608067  0.0841
H -4.715220 7.059251 1.672260  0.0894
C -6.843836 -2.635860 -0.376530  -0.1326
O -6.185394 -1.483992 -0.749274  -0.1714
C -4.866151 -1.746734 -1.183134  -0.2206
C -4.185884 -0.436777 -1.435490  -0.2267
N -4.237902 0.571357 -0.411253  -0.0231
C -3.285751 0.408963 0.675487  -0.1897
C -3.636351 1.354352 1.791490  -0.2313
O -4.952617 1.130478 2.164287  -0.1788
C -5.375438 1.966903 3.159941  -0.1230
H -7.918768 -2.527153 -0.464957  0.0866
H -6.589364 -2.888404 0.667014  0.0799
H -6.531331 -3.504518 -0.976999  0.0892
H -4.858369 -2.320751 -2.125128  0.1100
H -4.335954 -2.347852 -0.421268  0.1191
H -4.681756 0.016388 -2.303423  0.1112
H -3.169449 -0.677009 -1.755498  0.0944
H -5.171437 0.582750 -0.015855  0.1053
H -2.237232 0.562714 0.414115  0.1035
H -3.353353 -0.638663 1.034437  0.1068
H -3.502453 2.391581 1.433350  0.1248
H -2.919245 1.252857 2.620444  0.1061
H -5.575116 2.994383 2.798253  0.0945
H -4.657647 2.019290 3.980783  0.0745
H -6.359175 1.640157 3.511002  0.0931
C 1.894744 4.211140 2.453597  -0.1428
O 1.069525 4.293840 1.331787  -0.2139
C 1.242371 5.554952 0.730738  -0.2454
C 0.358196 5.650124 -0.460745  -0.2321
N 0.822678 4.714084 -1.438356  -0.0528
C 0.119087 4.740813 -2.689505  -0.2077
C 0.821174 3.819209 -3.679617  -0.2715
O 0.079739 3.772911 -4.847570  -0.1698
C 0.273109 2.542415 -5.571811  -0.0784
H 1.772260 3.202758 2.857561  0.0646
H 1.586152 4.917071 3.243115  0.0926
H 2.948106 4.388540 2.212344  0.0955
H 2.265719 5.692860 0.365305  0.1310
H 0.959996 6.323700 1.463772  0.1268
H 0.399238 6.668780 -0.859366  0.1269
H -0.699993 5.507931 -0.146382  0.1249
H 0.857835 3.769558 -1.081319  0.0814
H 0.070257 5.753617 -3.089072  0.1258
H -0.900149 4.310359 -2.598782  0.1176
H 0.973609 2.846204 -3.188758  0.0971
H 1.829381 4.222439 -3.890482  0.1324
H -0.220609 2.649511 -6.539093  0.0896
H -0.189425 1.684655 -5.065517  0.0613
H 1.344752 2.365467 -5.743996  0.0796
C 2.766019 -4.221287 1.665171  -0.0834
O 4.015560 -3.757504 1.140685  -0.2005
C 4.533082 -2.715526 1.920766  -0.2410
C 5.781889 -2.216500 1.270883  -0.1828
N 5.529144 -1.859824 -0.143403  -0.0553
C 6.779431 -1.524268 -0.797029  -0.2280
C 6.583300 -1.450993 -2.258591  -0.2399
O 6.288701 -2.764526 -2.683240  -0.1893
C 6.217998 -2.880022 -4.097310  -0.0827
H 2.010104 -3.435654 1.613565  0.0807
H 2.921518 -4.565497 2.698626  0.0930
H 2.512412 -5.091368 1.064976  0.0837
H 4.822808 -3.176688 2.886056  0.1335
H 3.803462 -1.927883 2.144487  0.1138
H 6.603778 -2.944160 1.358954  0.1271
H 6.116394 -1.322527 1.815905  0.1266
H 5.184338 -2.722274 -0.572337  0.1065
H 7.568964 -2.266038 -0.597978  0.1320
H 7.129668 -0.579522 -0.375061  0.1155
H 7.496291 -1.060295 -2.733240  0.1379
H 5.717870 -0.809584 -2.486151  0.1112
H 7.219494 -2.928081 -4.537631  0.0920
H 5.652435 -2.045472 -4.528877  0.0689
H 5.674878 -3.796109 -4.311655  0.0888
C 1.147402 -0.691527 -1.016775  -0.0328
C 0.886836 0.474507 -0.114150  -0.4328
C 0.822170 0.048964 1.333001  -0.2047
O -0.320392 -0.732213 1.503115  -0.2258
C -0.532214 -1.109851 2.860567  -0.0469
N 1.778212 1.582988 -0.378277  0.0783
H 0.404523 -1.490307 -0.971745  0.0674
H 2.139477 -1.108170 -0.780204  0.0895
H 1.205995 -0.391571 -2.065445  0.0576
H -0.114214 0.933954 -0.225276  0.1331
H 0.773853 0.913648 2.018544  0.1233
H 1.734154 -0.518314 1.619852  0.1236
H -1.366280 -1.801254 2.885125  0.0860
H -0.681423 -0.218356 3.487458  0.0868
H 0.372173 -1.608967 3.241085  0.0796
H 2.774644 1.275334 -0.321734  0.0541
H 1.685476 2.276906 0.372976  0.0580
C -1.214079 -3.669324 5.316655  -0.1537
O 0.020118 -3.821499 4.649081  -0.1371
H -1.754274 -2.776902 4.945965  0.0663
H -1.892782 -4.514576 5.185784  0.0908
H -1.063154 -3.471502 6.378330  0.0588
H -0.106539 -4.453280 3.936909  0.0777
C -0.993675 -3.871368 0.126078  -0.1443
O -1.647699 -2.640434 -0.077742  -0.1507
H -1.512434 -4.640317 -0.442274  0.0841
H 0.038107 -3.818954 -0.240800  0.0425
H -1.016120 -4.151191 1.188005  0.0750
H -1.189761 -1.959337 0.472067  0.0409
C 5.621975 1.768759 -0.320502  -0.1348
O 4.597863 0.863540 0.106793  -0.1863
H 6.500902 1.748907 0.334783  0.0773
H 5.979698 1.495666 -1.332576  0.0635
H 5.199580 2.764776 -0.427363  0.0819
H 4.932496 -0.067528 0.027097  0.0433
C 2.326387 -4.142203 -1.860731  -0.1224
O 2.115855 -4.983023 -3.030763  -0.1286
H 1.631042 -4.468637 -1.080667  0.0469
H 3.372064 -4.108177 -1.553905  0.0715
H 2.061017 -3.118112 -2.129392  0.0632
H 2.384507 -5.879665 -2.799522  0.0695
C 4.300083 1.233325 3.223496  -0.1647
O 4.282184 0.550926 4.442833  -0.1535
H 3.970633 2.280165 3.323877  0.0651
H 5.323357 1.268634 2.848612  0.0758
H 3.688001 0.745195 2.458504  0.0556
H 3.345854 0.259983 4.671221  0.0664

Forces on atoms 1 to 6 (eV/Å):
C -0.8 1.9 0.8
O 0.9 -1.7 -0.1
C -0.7 1.0 -0.7
C 0.3 0.1 -0.2
N -0.3 -0.6 0.5
C -0.8 0.6 -0.8

Output
- energy relative to the best compared isomer or geometry (same formula, charge and spin) (kcal per mole) = 0.0
- HOMO energy (Eh) = -0.3009
- gap between HOMO and LUMO (Ha) = 0.3147